(1)
Here is the molecule C6H10N2O from the OMol25 dataset. Energies are from ωB97M-V with the def2-TZVPD basis set.

The geometry in XYZ format:
```
19
Properties=species:S:1:pos:R:3:forces:R:3
C 0.740 -0.358 2.535 -0.04 -0.08 -0.13
C 0.333 0.115 1.506 -0.75 1.71 -0.52
C -0.314 1.060 0.398 0.95 -1.93 1.53
N -1.500 1.697 0.880 -0.64 -0.14 -0.12
C -0.574 0.138 -0.815 -0.50 -1.09 0.37
N -1.888 -0.555 -0.732 0.72 0.42 0.09
C 0.563 -0.925 -0.842 -0.63 -1.80 -2.09
C 1.955 -0.442 -1.178 0.05 0.14 0.71
O 0.287 -2.132 -0.899 0.58 2.39 0.63
H 1.081 -0.787 3.450 0.02 -0.05 -0.17
H 0.454 1.805 0.180 -0.03 -0.12 -0.13
H -2.277 1.032 0.809 0.24 0.38 0.02
H -1.406 1.999 1.845 0.06 -0.05 -0.24
H -0.540 0.718 -1.744 0.00 -0.08 0.08
H -2.003 -1.097 -1.591 0.00 0.27 0.26
H -1.808 -1.276 -0.009 0.02 0.19 -0.17
H 2.675 -0.967 -0.546 0.01 0.00 -0.23
H 2.067 0.631 -1.015 0.01 -0.04 -0.01
H 2.154 -0.653 -2.232 -0.05 -0.11 0.13
```
Forces are in eV/Å.

## Properties
- Total charge: 0
- Lowest unoccupied orbital energy: 0.74 eV
- ΔE to the lowest compared entry with this formula, charge and spin: 254.2 kJ/mol

(2)
Here is a cluster of 7 separate species, C21H42Br6O7 in total from the OMol25 dataset. Energies are from ωB97M-V with the def2-TZVPD basis set.

The geometry in XYZ format:
```
76
Properties=species:S:1:pos:R:3:forces:R:3
C 1.809 -0.062 -1.097 -1.30 0.98 0.26
C 0.736 0.996 -1.073 -1.37 0.84 -0.29
O 0.629 1.818 -1.990 -0.10 -0.90 1.25
C -0.271 0.951 0.133 0.36 0.31 -0.73
H 2.431 0.150 -0.227 0.46 -0.20 -0.27
H 2.270 0.021 -2.081 0.39 -0.46 0.38
H 1.253 -0.977 -0.893 0.49 -0.45 -0.27
H -1.026 1.736 0.109 0.37 0.36 -0.19
H 0.271 0.985 1.078 0.14 0.08 0.02
H -0.883 0.051 0.188 0.40 -0.46 -0.34
O -3.707 1.952 0.543 -0.43 -2.55 3.05
C -3.944 1.058 1.412 -0.19 2.50 -1.92
O -3.931 1.225 2.743 -0.14 0.48 -0.69
C -3.692 2.538 3.258 -0.29 0.55 0.96
C -2.283 2.712 3.667 1.09 0.04 -0.83
C -4.359 -0.331 1.068 0.55 -0.10 -0.36
H -4.197 2.665 4.216 -1.03 -0.52 -0.41
H -3.985 3.337 2.577 -0.24 -0.38 -0.18
H -1.928 1.845 4.225 0.02 0.16 0.15
H -2.229 3.628 4.255 0.33 -0.08 0.04
H -1.703 2.812 2.750 0.53 0.08 0.19
H -4.782 -0.305 0.064 -0.14 -0.20 0.21
H -4.991 -0.810 1.816 -0.10 0.30 -0.15
H -3.433 -0.904 1.044 0.09 -0.26 -0.11
O -0.567 -4.634 -2.727 0.76 1.05 2.06
C -0.310 -3.649 -2.046 2.48 -1.57 -2.74
O 0.934 -3.402 -1.418 -1.37 0.03 -0.34
C 1.916 -4.443 -1.306 0.50 -0.51 -0.39
C 1.547 -5.399 -0.198 0.67 0.33 -0.34
C -1.140 -2.440 -2.092 -0.92 -0.12 1.24
H 2.921 -4.055 -1.136 -0.32 1.06 0.52
H 2.140 -4.922 -2.259 -1.04 -0.32 -0.26
H 1.758 -4.946 0.771 -0.55 0.16 0.04
H 2.257 -6.225 -0.248 -0.49 -0.47 -0.12
H 0.498 -5.650 -0.354 0.23 -0.57 0.41
H -2.044 -2.667 -2.659 0.38 0.18 -0.28
H -0.613 -1.540 -2.408 -0.04 -0.22 0.03
H -1.481 -2.349 -1.061 -0.10 0.76 0.26
O -1.406 -2.019 1.645 -0.38 1.85 -0.53
C -0.882 -3.061 1.874 -0.53 -1.38 0.36
O 0.347 -3.226 2.327 0.94 -0.35 0.34
C 1.244 -2.108 2.504 0.69 -0.78 -1.94
C 1.271 -1.636 3.874 -0.44 0.51 2.35
C -1.561 -4.398 1.733 -0.10 -0.39 0.47
H 1.033 -1.389 1.712 -0.16 0.30 0.31
H 2.243 -2.505 2.321 -0.08 -0.24 -0.54
H 1.906 -0.766 4.037 -0.34 0.35 -0.41
H 1.733 -2.352 4.554 -0.12 -0.45 -0.19
H 0.258 -1.493 4.250 0.03 0.48 0.10
H -1.225 -5.012 2.569 0.26 -0.32 -0.36
H -1.303 -4.839 0.770 0.15 -0.17 0.15
H -2.648 -4.394 1.819 0.08 0.64 -0.20
Br 2.799 4.326 -6.813 -0.72 0.68 1.18
C 2.003 5.187 -5.183 0.20 -0.81 0.58
C 0.855 4.299 -4.651 0.78 0.21 -1.22
Br 0.009 5.264 -3.140 -0.64 -0.78 -0.82
H 1.713 6.225 -5.344 -0.09 -0.29 -0.54
H 2.770 5.191 -4.408 0.27 0.01 -0.34
H 1.200 3.317 -4.329 -0.03 0.26 0.52
H 0.127 4.127 -5.444 -0.37 0.35 0.35
Br 4.230 0.296 1.908 -0.03 0.03 0.08
C 5.682 1.029 3.003 -0.50 0.34 0.54
C 5.644 2.564 2.888 0.71 -0.32 0.11
Br 7.187 3.319 3.942 -0.93 -0.43 -0.74
H 6.555 0.449 2.703 0.15 0.80 -0.27
H 5.473 0.731 4.030 -0.14 0.07 -0.10
H 4.739 3.009 3.302 0.15 -0.37 0.33
H 5.674 2.923 1.859 0.57 -0.13 0.10
Br -3.007 4.198 -4.628 1.00 0.02 0.31
C -3.228 2.636 -3.440 -1.20 0.31 0.49
C -2.620 1.347 -3.838 1.32 -0.51 -0.79
Br -3.198 0.029 -2.530 0.09 0.53 -0.23
H -4.317 2.615 -3.401 0.01 -0.10 0.21
H -2.831 2.951 -2.476 -0.14 0.18 -0.03
H -1.538 1.478 -3.817 0.13 -0.39 0.49
H -2.801 0.917 -4.823 -0.67 0.40 0.08
```
Forces are in eV/Å.

## Properties
- Total charge: +1
- Multiplicity: 2
- Lowest unoccupied orbital energy (spin up / spin down): -2.88 / -8.89 eV

(3)
Here is a cluster of 2 separate species, C7H15N4O2 in total from the OMol25 dataset. Energies are from ωB97M-V with the def2-TZVPD basis set.

The geometry in XYZ format:
```
28
Properties=species:S:1:pos:R:3:forces:R:3
C 2.580 2.417 0.353 -0.14 0.14 0.00
C 2.173 1.211 0.124 3.22 -2.06 -0.21
C -0.810 -0.878 0.935 0.05 0.21 -0.03
C -1.143 0.095 -1.204 0.03 0.13 0.24
C 0.348 0.072 1.222 -0.53 -0.58 0.87
C -0.005 1.082 -0.967 -0.73 0.23 -0.78
C -3.001 -0.964 -0.076 -0.03 -0.10 0.02
N 3.227 -1.138 -0.244 -0.85 -2.01 -0.44
N -1.763 -0.223 0.065 0.18 0.03 0.01
N 3.749 -0.064 0.004 -3.04 3.44 0.42
N 0.998 0.449 -0.067 0.07 -0.09 -0.07
O 4.793 0.474 0.191 0.87 -0.57 -0.02
O 4.089 -2.220 -0.377 0.71 0.82 0.19
H 1.964 3.298 0.463 -0.25 -0.01 -0.02
H 3.652 2.571 0.444 0.15 -0.17 -0.01
H -0.418 -1.818 0.498 -0.04 0.02 0.05
H -1.298 -1.128 1.879 0.13 0.01 -0.05
H -1.886 0.562 -1.852 0.12 0.02 -0.05
H -0.754 -0.802 -1.723 -0.05 0.04 -0.01
H -0.021 0.981 1.699 0.14 0.01 -0.16
H 1.090 -0.402 1.867 0.07 0.11 -0.19
H 0.477 1.364 -1.904 0.13 -0.07 0.14
H -0.388 1.976 -0.472 0.14 -0.07 0.03
H -2.859 -1.938 -0.563 -0.02 -0.04 -0.01
H -3.426 -1.125 0.912 -0.07 -0.03 -0.01
H -3.704 -0.377 -0.661 -0.08 0.00 -0.04
H 1.322 -0.445 -0.495 0.11 0.17 0.08
H 3.544 -3.003 -0.544 -0.28 0.41 0.04
```
Forces are in eV/Å.

## Properties
- Total charge: +1
- Lowest unoccupied orbital energy: -3.74 eV
- ΔE to the lowest compared entry with this formula, charge and spin: 709.0 kJ/mol

(4)
Here is a structure of composition C20H14F9N5ORuS2 from the OMol25 dataset. Energies are from ωB97M-V with the def2-TZVPD basis set.

The geometry in XYZ format:
```
52
Properties=species:S:1:pos:R:3:forces:R:3
Ru 0.323 -0.350 -0.012 -0.40 -0.09 -0.13
C -3.287 3.451 -1.562 0.02 0.02 0.03
C -2.544 3.171 -0.313 -0.07 0.02 0.05
N -2.776 3.682 0.854 0.10 -0.06 -0.06
N -1.885 3.086 1.693 -0.02 -0.02 -0.12
C -1.097 2.215 1.083 0.05 0.01 0.05
S 0.161 1.278 1.777 -0.05 0.00 -0.03
N -1.493 2.266 -0.213 0.09 -0.01 0.05
N -0.938 1.462 -1.216 -0.07 -0.05 0.03
H -3.861 4.364 -1.426 -0.02 -0.01 0.00
H -3.980 2.637 -1.782 0.00 -0.02 0.00
H -2.617 3.581 -2.412 0.01 0.02 0.00
H -1.893 3.311 2.680 0.00 0.00 -0.04
H -0.594 2.049 -1.975 0.02 -0.04 0.06
H -1.661 0.826 -1.559 0.02 0.14 -0.06
S 4.743 -0.750 0.087 0.07 0.00 0.00
C 4.445 0.962 0.167 0.06 0.06 0.04
C 5.386 1.976 0.312 -0.05 -0.02 -0.01
C 4.928 3.277 0.297 -0.02 0.03 -0.01
C 3.569 3.560 0.122 0.04 -0.02 -0.01
C 2.639 2.550 -0.021 0.03 -0.02 0.04
C 3.083 1.232 0.030 -0.08 -0.14 0.01
N 2.320 0.057 -0.098 0.23 0.13 -0.12
C 3.097 -1.032 -0.119 -0.09 -0.01 0.04
C 2.433 -2.292 -0.371 -0.01 -0.01 -0.04
C 3.061 -3.512 -0.546 0.00 0.01 -0.02
C 2.303 -4.603 -0.960 0.01 0.01 -0.01
C 0.949 -4.460 -1.222 -0.05 -0.02 0.00
C 0.300 -3.244 -1.017 0.12 0.00 -0.01
C 1.043 -2.163 -0.568 0.03 0.15 0.14
H 6.437 1.755 0.426 0.02 -0.01 -0.01
H 5.633 4.090 0.404 0.00 0.01 0.01
H 3.244 4.591 0.091 0.00 0.01 -0.01
H 1.594 2.777 -0.168 -0.01 0.03 -0.01
H 4.127 -3.616 -0.389 0.01 0.00 0.00
H 2.780 -5.563 -1.101 0.00 0.00 -0.01
H 0.379 -5.305 -1.583 0.00 0.00 0.00
H -0.752 -3.158 -1.223 -0.06 -0.01 0.00
F -2.695 0.201 2.203 -0.08 0.02 0.05
C -3.394 -0.456 1.266 0.04 -0.12 0.10
F -4.505 -0.897 1.808 0.00 0.02 0.06
F -3.692 0.437 0.305 -0.07 0.10 -0.04
C -2.504 -1.576 0.640 -0.10 0.09 -0.13
O -1.504 -0.928 -0.071 0.23 -0.13 0.20
C -3.394 -2.417 -0.382 0.05 -0.03 0.09
F -3.499 -3.685 -0.015 0.02 0.01 0.04
F -4.615 -1.911 -0.486 -0.02 0.01 -0.12
F -2.831 -2.369 -1.595 0.02 -0.05 0.02
C -1.896 -2.458 1.781 -0.02 0.09 0.00
F -1.318 -3.556 1.313 0.06 -0.04 -0.12
F -2.819 -2.792 2.662 -0.03 0.00 0.03
F -0.933 -1.749 2.404 -0.03 -0.04 -0.04
```
Forces are in eV/Å.

## Properties
- Total charge: +2
- Multiplicity: 5
- Lowest unoccupied orbital energy (spin up / spin down): -6.70 / -9.31 eV

Among the records above, which one has the highest total charge? C20H14F9N5ORuS2